This record from the Open Molecules 2025 dataset describes C22H27O2Yb as an isolated structure. The level of theory is ωB97M-V/def2-TZVPD.

Each line ends with the natural charge from an NBO analysis.
Atoms and positions in Å:
O  -0.85768  -2.08214  -0.54837  -0.5341
C  0.94829  4.75528  1.53366  -0.6395
H  2.85821  1.84353  -2.10859  0.2307
H  0.94506  -2.66109  -1.50400  0.1955
C  -3.29190  -4.36836  -2.04849  -0.1793
H  2.47915  0.30750  2.55617  0.2229
C  1.44234  0.12501  -2.48004  -0.3888
H  0.58736  3.34510  -2.06684  0.2215
H  -1.47053  1.72586  -2.67402  0.2233
H  0.93628  2.44349  3.00523  0.2080
C  1.98086  3.68051  1.19517  0.2904
H  3.64692  4.39318  2.37342  0.2194
H  -0.55517  -0.79763  -3.01556  0.2145
H  3.27849  4.94965  0.07411  0.2120
C  -2.24367  -4.01714  -1.18789  -0.1037
C  2.72846  4.01030  -0.08473  -0.6200
O  1.26868  2.42314  0.94021  -0.6294
H  -1.71783  -0.64737  1.89131  0.2402
H  1.45106  5.73430  1.60862  0.2138
H  -1.47041  2.06008  1.95423  0.2278
C  -3.31378  -5.34508  0.56859  -0.2190
H  -3.27849  -3.92792  -3.06228  0.2104
H  -3.33408  -5.75146  1.60393  0.2228
H  -1.64240  -4.01867  0.89316  0.2226
H  0.68056  -1.70106  2.26852  0.2287
C  -0.68259  1.32136  1.97396  -0.4287
H  3.63692  2.64903  2.15508  0.2198
H  -5.00153  -6.55551  -0.08748  0.2170
C  0.62815  2.25196  -2.16105  -0.3559
C  -2.34229  -4.41812  0.17746  -0.1707
H  -5.03600  -5.61682  -2.42398  0.2234
C  1.42815  0.36474  2.30334  -0.4149
C  0.07122  -3.08232  -0.94957  -0.1031
C  -0.81136  -0.04909  1.98493  -0.3196
C  -4.27070  -5.78968  -0.36341  -0.1999
C  0.75846  1.70686  2.19171  -0.0053
Yb  0.51806  0.59260  -0.08654  1.3530
C  1.82359  1.46666  -2.16473  -0.3839
H  0.22574  4.81050  0.70461  0.2205
H  2.11744  -0.71385  -2.61929  0.2188
H  3.42923  3.18834  -0.31780  0.2197
H  0.41623  4.52998  2.47605  0.2137
H  -1.41116  -2.60858  -2.56750  0.2258
C  2.98655  3.51454  2.33365  -0.6478
C  -0.45383  1.38648  -2.49781  -0.3466
H  1.99876  4.13886  -0.89732  0.2218
C  0.03369  0.06640  -2.67042  -0.3585
C  -1.18506  -3.21954  -1.69684  0.0616
H  2.52837  3.41843  3.33074  0.2129
H  0.31910  -3.92208  -0.29247  0.1921
C  0.49235  -0.63652  2.17016  -0.3383
C  -4.27326  -5.27363  -1.69097  -0.2176

Summary:
- DFT total energy (eV) = -58872.7144
- HOMO level (alpha / beta) (eV) = -5.432 / -6.375
- strongest force on any atom (eV/Å) = 4.02
- multiplicity = 2
- <S²> = 0.7617